*a*
Formula: C6H15N2O5
Source: the OMol25 dataset
Level of theory: ωB97M-V/def2-TZVPD

Each atom is followed by the atoms it is bonded to, with distances in Å.
Positions of all 28 atoms, in Å:
1 C 0.62 -0.53 -2.91  O2 1.450, H14 1.116, H15 1.104, H16 1.112
2 O 0.50 0.37 -1.79  C1 1.450, C3 1.237
3 C 0.39 -0.03 -0.62  O2 1.237, N4 1.720, N9 1.264
4 N 0.42 1.25 0.54  C3 1.720, O5 1.410, O7 1.334
5 O -0.80 1.32 1.24  N4 1.410, C6 1.395
6 C -0.60 1.36 2.62  O5 1.395, H17 1.036, H18 1.223, H19 1.145
7 O 0.60 2.37 -0.16  N4 1.334, C8 1.438
8 C -0.48 2.95 -0.93  O7 1.438, H20 1.164, H21 1.141, H22 1.172
9 N 0.27 -1.15 -0.06  C3 1.264, O10 1.410, O12 1.360
10 O -0.05 -2.33 -0.76  N9 1.410, C11 1.437
11 C -1.45 -2.61 -0.66  O10 1.437, H23 1.116, H24 1.046, H25 1.150
12 O 0.30 -1.44 1.27  N9 1.360, C13 1.423
13 C 1.59 -1.30 1.84  O12 1.423, H26 1.037, H27 1.145, H28 1.166
14 H 1.39 -1.30 -2.65  C1 1.116
15 H 1.15 -0.06 -3.76  C1 1.104
16 H -0.33 -0.74 -3.44  C1 1.112
17 H 0.34 1.53 3.01  C6 1.036
18 H -0.97 0.30 3.12  C6 1.223
19 H -1.20 2.23 3.06  C6 1.145
20 H -1.47 2.87 -0.32  C8 1.164
21 H -0.31 2.71 -2.03  C8 1.141
22 H -0.23 4.09 -0.81  C8 1.172
23 H -1.62 -3.48 -1.33  C11 1.116
24 H -2.10 -1.94 -1.13  C11 1.046
25 H -1.81 -2.70 0.42  C11 1.150
26 H 2.31 -1.79 1.27  C13 1.037
27 H 1.67 -1.74 2.90  C13 1.145
28 H 1.87 -0.20 2.10  C13 1.166

Values from the calculation:
E_LUMO = -3.208 eV
Multiplicity = 1
Orbital gap = 10.284 eV
Charge = +1
Highest occupied orbital energy = -13.49 eV

***

*b*
Formula: C6H15N2O5
Source: the OMol25 dataset
Level of theory: ωB97M-V/def2-TZVPD

Each atom is followed by the atoms it is bonded to, with distances in Å.
Positions of all 28 atoms, in Å:
1 N 1.76 -0.36 -2.09  C2 1.354, H14 1.047, H15 0.958
2 C 1.12 0.24 -1.06  N1 1.354, O3 1.451, O4 1.563, C12 1.557
3 O 1.49 1.56 -0.60  C2 1.451, H16 1.005
4 O -0.41 0.20 -1.34  C2 1.563, C5 1.448
5 C -1.35 0.42 -0.25  O4 1.448, C6 1.531, C8 1.483, H17 1.123
6 C -2.75 0.15 -0.81  C5 1.531, O7 1.431, H18 1.135, H19 1.078
7 O -3.74 0.77 0.02  C6 1.431, H20 0.946
8 C -0.98 -0.40 0.94  C5 1.483, O9 1.372, C10 1.535, H21 1.104
9 O -1.87 -0.01 1.91  C8 1.372, H22 0.954
10 C 0.46 -0.09 1.37  C8 1.535, O11 1.412, C12 1.541, H23 1.084
11 O 0.72 -0.78 2.57  C10 1.412, H24 0.967
12 C 1.38 -0.60 0.23  C2 1.557, C10 1.541, N13 1.515, H25 1.062
13 N 2.82 -0.32 0.62  C12 1.515, H26 1.069, H27 0.993, H28 1.040
14 H 1.39 -1.34 -2.03  N1 1.047
15 H 1.46 0.01 -2.92  N1 0.958
16 H 1.15 2.29 -1.20  O3 1.005
17 H -1.37 1.51 0.01  C5 1.123
18 H -3.02 -0.94 -0.96  C6 1.135
19 H -2.74 0.71 -1.73  C6 1.078
20 H -4.49 0.21 0.06  O7 0.946
21 H -1.37 -1.41 0.75  C8 1.104
22 H -1.72 0.91 2.10  O9 0.954
23 H 0.59 0.97 1.55  C10 1.084
24 H -0.07 -0.92 3.11  O11 0.967
25 H 1.29 -1.62 -0.01  C12 1.062
26 H 3.10 -0.65 1.60  N13 1.069
27 H 2.87 0.66 0.73  N13 0.993
28 H 3.45 -0.65 -0.13  N13 1.040

Values from the calculation:
E_LUMO = -3.150 eV
Multiplicity = 1
Orbital gap = 9.691 eV
Charge = +1
Highest occupied orbital energy = -12.84 eV

***

The structure with the most favorable energy is *b*; the runner-up is 228.4 kcal/mol above it.